Formula: C2H42NO17
Source: OMol25
Level of theory: ωB97M-V with the def2-TZVPD basis set

Geometry as XYZ:
```
62
Properties=species:S:1:pos:R:3:nbo_charge:R:1
C -0.86 -0.81 -1.65 -0.51
N -1.51 -2.11 -1.78 -0.54
C -1.56 -2.64 -3.13 -0.46
H -0.99 -0.23 -2.53 0.21
H -1.12 -0.26 -0.77 0.27
H 0.20 -0.86 -1.41 0.23
H -2.43 -2.00 -1.37 0.43
H -1.17 -2.84 -1.14 0.47
H -0.58 -2.83 -3.48 0.22
H -1.91 -1.86 -3.81 0.22
H -2.20 -3.52 -3.25 0.23
H 5.61 2.00 -0.12 0.47
H 4.94 0.84 -0.59 0.48
O 5.48 1.09 0.19 -0.97
H 3.13 2.42 -2.86 0.50
H 3.28 1.40 -1.72 0.48
O 3.79 1.85 -2.45 -0.99
H 5.33 -1.00 -1.68 0.48
H 4.73 0.13 -2.64 0.51
O 4.54 -0.50 -1.94 -0.98
H -0.44 0.90 2.32 0.49
H -1.09 1.91 1.38 0.51
O -0.56 1.09 1.35 -1.00
H 1.31 -3.89 1.63 0.48
H 2.23 -4.20 2.84 0.47
O 1.47 -4.56 2.35 -0.96
H -0.14 3.04 -1.86 0.50
H -1.50 3.44 -2.30 0.46
O -1.01 3.25 -1.49 -1.00
H 0.78 -5.06 -0.70 0.48
H -0.08 -4.38 0.38 0.50
O 0.25 -4.26 -0.51 -0.99
H 1.83 3.69 -1.12 0.51
H 1.69 4.41 -2.50 0.48
O 1.77 3.55 -2.07 -1.00
H -2.24 -0.06 1.53 0.49
H -3.60 -0.48 1.97 0.44
O -2.70 -0.80 1.99 -1.09
H -1.45 -3.57 1.99 0.50
H -1.02 -2.13 1.72 0.49
O -0.68 -3.05 1.68 -1.00
H -2.67 1.23 -0.08 0.50
H -4.12 0.54 -0.39 0.45
O -3.16 0.42 -0.38 -1.16
H -2.08 3.60 0.11 0.49
H -2.44 3.30 1.48 0.49
O -2.61 2.94 0.59 -1.00
H 3.03 -1.28 0.74 0.47
H 3.74 0.09 0.91 0.49
O 2.97 -0.41 1.20 -0.97
H -2.74 -2.66 1.01 0.48
H -4.04 -3.34 0.91 0.45
O -3.12 -3.54 0.74 -1.03
H -0.08 3.56 2.75 0.47
H -0.17 3.85 1.27 0.49
O -0.68 3.96 2.10 -0.99
H 2.08 2.54 1.31 0.47
H 0.82 1.79 0.87 0.51
O 1.51 2.46 0.53 -1.05
H -2.25 0.70 4.36 0.47
H -3.18 1.74 3.90 0.46
O -2.34 1.36 3.64 -1.03
```

Output
orbital gap (spin up / spin down) = 2.3 / 10.4 eV
E_LUMO (spin up / spin down) = 0.108 / -0.004 eV
relative energy (zero: lowest compared OMol25 entry of this formula, charge and spin) = 0.0000 eV
2S+1 = 2
<S²> = 0.750

=====

Formula: C2H47O22
Source: OMol25
Level of theory: ωB97M-V with the def2-TZVPD basis set

Geometry as XYZ:
```
71
Properties=species:S:1:pos:R:3:mulliken_charge:R:1
C -0.02 0.26 0.79 0.24
C -0.52 -0.55 -0.43 0.70
O 0.46 -0.71 -1.47 1.21
H -0.79 0.64 1.35 0.61
H 0.52 1.08 0.41 -0.91
H 0.82 -0.25 1.39 0.12
H -1.46 -0.08 -0.86 0.11
H -0.79 -1.46 0.02 -0.06
O 2.61 -1.71 0.08 -0.85
H 1.82 -1.30 -0.23 -0.29
H 3.04 -0.99 0.56 0.59
O 2.37 2.68 0.23 -0.68
H 3.20 2.71 0.73 0.25
H 2.22 1.88 -0.23 0.23
O -0.83 3.45 0.27 -0.71
H -0.14 3.43 -0.38 0.44
H -1.54 2.91 -0.02 0.24
O -2.18 2.90 2.87 -0.69
H -3.09 3.14 3.08 0.26
H -2.26 2.68 1.96 0.24
O 0.17 -3.45 -1.63 -0.82
H 0.75 -3.86 -1.04 0.33
H 0.26 -2.59 -1.25 -0.14
O 1.27 -3.36 1.45 -0.67
H 0.74 -4.04 1.03 0.26
H 1.79 -2.90 0.80 0.38
O -1.51 0.94 4.80 -0.59
H -1.55 1.40 3.98 0.34
H -1.57 1.69 5.37 0.30
O -0.73 -1.86 2.74 -0.74
H -1.39 -1.18 2.64 0.32
H -0.46 -2.08 1.84 0.29
O -1.17 -1.60 -3.63 -0.81
H -1.14 -0.75 -4.14 0.43
H -0.49 -1.39 -2.93 0.16
O -3.56 2.05 0.61 -0.65
H -3.37 2.00 -0.31 0.23
H -4.37 2.53 0.70 0.22
O 2.76 0.67 -1.56 -0.84
H 1.92 0.17 -1.61 0.08
H 2.71 1.26 -2.28 0.33
O -2.41 -3.36 -1.03 -0.67
H -1.57 -3.65 -1.31 0.31
H -2.25 -3.77 -0.15 0.29
O -3.32 -1.07 -2.29 -0.75
H -2.46 -1.00 -2.77 0.41
H -3.14 -1.68 -1.56 0.30
O 0.88 3.56 -1.73 -0.90
H 0.48 2.66 -2.00 0.47
H 1.63 3.34 -1.17 0.48
O 3.58 -0.07 1.99 -0.69
H 2.83 0.02 2.53 0.41
H 4.05 -0.74 2.48 0.28
O -3.04 -0.54 1.20 -0.52
H -2.91 0.28 0.78 0.24
H -3.72 -0.97 0.67 0.31
O 1.32 0.07 3.95 -0.74
H 0.92 0.73 3.40 0.41
H 0.73 -0.64 4.17 0.30
O 2.56 -2.25 -3.25 -0.73
H 2.75 -2.07 -2.30 0.37
H 2.20 -3.12 -3.17 0.32
O 0.52 2.46 2.80 -0.74
H -0.33 2.66 2.45 0.45
H 1.11 2.19 2.08 0.35
O 1.39 -0.17 -4.44 -0.69
H 1.67 -0.88 -3.83 0.40
H 2.16 0.44 -4.44 0.30
O -0.29 1.40 -2.84 -0.88
H -0.02 0.64 -2.31 0.01
H 0.20 1.16 -3.62 0.50
```

Output
orbital gap = 8.7 eV
E_LUMO = 2.039 eV
relative energy (zero: lowest compared OMol25 entry of this formula, charge and spin) = 0.3985 eV
2S+1 = 1
total charge = -1

=====

- Among the records above, which one has the lowest relative energy (zero: lowest compared OMol25 entry of this formula, charge and spin)?
  C2H42NO17

=====

- What is the relative energy (zero: lowest compared OMol25 entry of this formula, charge and spin) in the first record?
  0.0000 eV